Record 1
Density functional theory data (ωB97M-V with the def2-TZVPD basis set) for a structure of composition C17H18BEuN7O4 at a distorted geometry.

Last column: Mulliken charge in e.
Positions of all 48 atoms, in Å:
H (0.68757, 3.64051, -0.91331)  0.441
N (0.24372, 2.09244, -2.28405)  -0.282
B (-0.11343, 0.52932, -4.18693)  0.194
N (0.25538, 1.96761, -3.66749)  -0.029
C (0.56532, 3.16167, -4.19952)  -0.111
Eu (0.62934, 0.84191, -0.31323)  1.417
H (0.61311, 3.26812, -5.27723)  0.456
C (0.80955, 4.07899, -3.16731)  -1.083
H (1.10662, 5.10220, -3.23294)  0.389
C (0.60122, 3.35634, -1.96462)  -0.016
H (-0.10213, 0.55430, -5.38154)  -0.135
C (-1.98664, -2.05208, 1.11032)  -0.859
H (-1.40459, -2.23701, 2.02339)  0.290
H (-1.22970, -1.74700, 0.32176)  0.005
H (-2.54089, -2.94426, 0.75855)  0.318
N (-1.49088, 0.10764, -3.62562)  0.154
N (0.85180, -0.59333, -3.67132)  -0.095
N (-1.79550, -0.10243, -2.29925)  -0.173
N (1.01803, -0.78985, -2.30116)  -0.141
C (-2.54860, -0.16440, -4.39330)  -0.161
C (1.54664, -1.52304, -4.35718)  -0.164
H (-2.48058, -0.04701, -5.46461)  0.391
H (1.58673, -1.50511, -5.44079)  0.428
C (-3.60319, -0.54689, -3.57996)  -0.931
C (2.20955, -2.33062, -3.44091)  -1.012
C (-3.08204, -0.47986, -2.26575)  -0.250
C (1.85167, -1.84940, -2.16768)  -0.131
H (-4.58112, -0.80795, -3.90917)  0.393
H (2.90501, -3.11965, -3.67004)  0.372
H (-3.64655, -0.67561, -1.35014)  0.359
H (2.17784, -2.21172, -1.19614)  0.439
H (-2.77462, -1.26630, 1.29196)  0.251
O (0.05501, 1.38280, 1.96734)  -0.826
C (0.96336, 0.57353, 2.41158)  0.905
O (1.79110, 0.00212, 1.59946)  -0.836
C (0.95583, 0.24856, 3.84031)  0.127
C (1.69235, -0.84264, 4.30923)  -0.538
C (1.61189, -1.21247, 5.64015)  -0.355
C (0.82128, -0.41373, 6.49523)  0.150
C (0.12153, 0.73281, 6.04517)  -0.504
C (0.21223, 1.06010, 4.69972)  -0.385
N (0.67130, -0.85353, 7.82258)  0.924
O (1.23609, -1.92201, 8.15681)  -0.585
O (-0.05080, -0.18808, 8.59441)  -0.587
H (2.31877, -1.39016, 3.60708)  0.447
H (2.10842, -2.11989, 5.99038)  0.446
H (-0.49672, 1.29797, 6.73960)  0.458
H (-0.29024, 1.93710, 4.29613)  0.433

Calculated values
⟨S²⟩ = 15.76
orbital gap (alpha / beta) = 6.4 / 7.6 eV
E_HOMO (alpha / beta) = -7.623 / -8.743 eV
strongest force on any atom = 3.8 eV/Å
LUMO (alpha / beta) = -1.1919 / -1.1902 eV
2S+1 = 8
DFT total energy = -2078.08571 Eh

***

Record 2
Density functional theory data (ωB97M-V with the def2-TZVPD basis set) for a structure of composition C17H18BrClN3O7P2Ru.

Last column: Mulliken charge in e.
Positions of all 50 atoms, in Å:
Ru (-0.33039, 0.48435, -1.00494)  0.502
O (0.21208, 3.95828, -3.47236)  -0.556
P (-0.17981, 2.89981, -2.35849)  0.745
O (0.79426, 2.85995, -1.22789)  -0.451
O (-0.39720, 1.53991, -3.00119)  -0.678
O (-1.57756, 3.48167, -1.79005)  -0.236
P (-2.53561, 2.63595, -0.77828)  0.945
O (-3.07432, 1.47793, -1.79029)  -0.437
O (-3.65722, 3.44127, -0.30115)  -0.779
O (-1.61371, 1.83829, 0.15081)  -0.545
H (0.44275, 4.81191, -3.09207)  0.342
H (-3.55580, 1.86324, -2.52980)  0.286
Cl (1.69532, -0.22488, 5.59705)  -0.233
C (1.34986, -0.90449, 4.03730)  0.402
C (0.03175, -1.17509, 3.68916)  -0.809
C (-0.24224, -1.70266, 2.44573)  -0.301
C (0.79252, -1.96169, 1.51658)  1.080
C (0.52524, -2.46433, 0.23433)  -1.662
C (2.12207, -1.68550, 1.91792)  -0.338
C (2.39883, -1.16767, 3.16203)  -0.787
H (-0.76230, -0.97104, 4.39391)  0.426
H (-1.26629, -1.92404, 2.17192)  0.532
H (-0.44550, -2.86607, -0.01686)  0.516
H (1.34302, -2.67556, -0.44103)  0.357
H (2.93344, -1.88879, 1.22902)  0.390
H (3.41557, -0.95550, 3.46280)  0.432
Br (-1.18220, -1.77684, -2.98784)  -0.085
C (-2.50714, -1.66684, -1.64852)  0.310
C (-3.70220, -2.35106, -1.78103)  -0.815
C (-4.63072, -2.19248, -0.76577)  -0.233
C (-4.33636, -1.36640, 0.30962)  -1.075
C (-3.11352, -0.72656, 0.34078)  -0.667
N (-2.20190, -0.89304, -0.62274)  0.860
H (-3.89216, -2.96854, -2.64537)  0.445
H (-5.58130, -2.70615, -0.81974)  0.391
H (-5.04643, -1.20490, 1.10722)  0.448
H (-2.83826, -0.03468, 1.12535)  0.699
N (1.66917, 1.65505, 1.23193)  -0.114
C (2.45456, 1.04826, 0.30314)  0.689
C (3.85950, 1.12445, 0.38727)  -0.985
C (4.62222, 0.49592, -0.55889)  -0.359
C (4.00046, -0.22122, -1.59055)  -0.883
C (2.63240, -0.27167, -1.58835)  -0.795
N (1.86572, 0.32673, -0.65859)  1.014
H (2.11063, 2.39150, 1.75748)  0.281
H (0.72685, 1.89537, 0.94228)  0.057
H (4.30983, 1.69697, 1.18660)  0.441
H (5.70149, 0.56269, -0.51362)  0.407
H (4.56580, -0.71844, -2.36363)  0.459
H (2.09479, -0.82337, -2.35120)  0.369

Calculated values
⟨S²⟩ = 8.80
orbital gap (alpha / beta) = 7.5 / 7.5 eV
E_HOMO (alpha / beta) = -7.549 / -8.669 eV
strongest force on any atom = 0.6 eV/Å
relative energy (zero: lowest compared OMol25 entry of this formula, charge and spin) = 22.36 kJ/mol
LUMO (alpha / beta) = -0.0123 / -1.2116 eV
2S+1 = 6
DFT total energy = -5161.60612 Eh

***

Record 3
Density functional theory data (ωB97M-V with the def2-TZVPD basis set) for the molecule C17H18BrN3O.

Last column: Mulliken charge in e.
Positions of all 40 atoms, in Å:
O (-5.10710, -1.66017, -0.61623)  -0.646
C (-3.94902, -1.32233, -0.48383)  0.083
N (-2.91473, -2.13643, -0.80656)  -0.079
C (-1.54407, -1.88873, -0.58140)  -0.561
C (-0.62099, -2.06454, -1.60738)  -0.738
C (0.70453, -1.74471, -1.41807)  -0.529
C (1.17142, -1.23099, -0.19819)  1.181
N (2.51075, -0.92785, -0.05230)  -0.090
C (3.07759, -0.59959, 1.23896)  -1.002
C (3.16158, 0.92567, 1.47435)  -0.557
C (2.34305, 1.66240, 0.41682)  -0.284
C (2.85071, 1.32647, -0.98756)  -0.543
C (3.18650, -0.17731, -1.09091)  -0.844
C (0.23819, -1.11875, 0.84138)  -0.480
C (-1.08862, -1.44566, 0.65421)  -0.389
C (-3.56369, 0.03601, 0.01661)  0.284
C (-4.17503, 0.57388, 1.14684)  -0.295
N (-3.87575, 1.76376, 1.63452)  -0.603
C (-2.96045, 2.49321, 1.02953)  -0.211
C (-2.31651, 2.05599, -0.12055)  -0.006
Br (-0.99841, 3.13859, -0.95692)  -0.158
C (-2.62493, 0.81623, -0.65058)  -0.155
H (-3.16863, -3.00405, -1.26216)  0.267
H (-0.95192, -2.44609, -2.56261)  0.428
H (1.39386, -1.90354, -2.23183)  0.401
H (2.50789, -1.09669, 2.02186)  0.429
H (4.08630, -1.03003, 1.25659)  0.391
H (4.19966, 1.25613, 1.41115)  0.336
H (2.79462, 1.17655, 2.47012)  0.365
H (1.29504, 1.37030, 0.50414)  -0.016
H (2.39695, 2.73900, 0.58042)  0.428
H (3.74226, 1.91304, -1.21256)  0.406
H (2.08245, 1.59551, -1.71340)  0.250
H (2.92368, -0.55808, -2.07574)  0.270
H (4.25966, -0.33469, -0.94979)  0.403
H (0.53305, -0.75121, 1.81115)  0.268
H (-1.78469, -1.33981, 1.47361)  0.569
H (-4.92991, 0.01385, 1.68078)  0.423
H (-2.73808, 3.45547, 1.47001)  0.391
H (-2.14721, 0.46919, -1.55448)  0.613

Calculated values
structure (SMILES) = O=C(Nc1ccc(N2CCCCC2)cc1)c1cncc(Br)c1
orbital gap = 8.2 eV
E_HOMO = -7.724 eV
strongest force on any atom = 0.6 eV/Å
LUMO = 0.4705 eV
2S+1 = 1
DFT total energy = -3472.14065 Eh

***

Record 4
Density functional theory data (ωB97M-V with the def2-TZVPD basis set) for the molecule C17H18BrN3O5 at a distorted geometry.

Last column: Mulliken charge in e.
Positions of all 44 atoms, in Å:
C (1.23522, 6.21322, -0.82593)  -1.426
C (1.80321, 4.80357, -0.77158)  -0.268
O (1.00421, 4.05323, 0.12099)  -0.388
C (1.32424, 2.75175, 0.35637)  0.629
C (0.50309, 2.07903, 1.26434)  -0.812
C (0.73779, 0.75886, 1.57351)  -0.389
C (1.79887, 0.07038, 0.98481)  0.274
N (1.97724, -1.27375, 1.33815)  -0.103
C (2.75180, -2.21227, 0.73798)  0.576
O (3.53079, -2.00419, -0.16732)  -0.662
C (2.50847, -3.61430, 1.29349)  -0.891
C (1.33178, -4.25682, 0.54343)  -0.416
C (0.06684, -3.45923, 0.77141)  0.517
O (-0.27087, -2.99806, 1.84992)  -0.713
N (-0.68784, -3.26247, -0.32724)  -0.475
N (-1.83880, -2.48849, -0.24971)  -0.109
C (-2.54190, -2.21658, -1.37400)  0.320
O (-2.23855, -2.68619, -2.45620)  -0.728
C (-3.68750, -1.32807, -1.16000)  0.685
C (-4.62721, -0.87823, -2.05263)  -0.663
C (-5.49888, -0.03638, -1.33083)  -0.147
C (-5.01922, -0.03833, -0.05238)  -0.218
Br (-5.62177, 0.83089, 1.47910)  -0.109
O (-3.93157, -0.80876, 0.07208)  -0.274
C (2.61714, 0.73647, 0.08301)  -0.713
C (2.38158, 2.06483, -0.22914)  -0.332
H (1.25561, 6.65920, 0.16460)  0.325
H (1.82368, 6.82327, -1.50522)  0.418
H (0.20537, 6.18496, -1.17109)  0.324
H (1.78271, 4.34756, -1.77151)  0.361
H (2.84351, 4.82752, -0.41803)  0.367
H (-0.31437, 2.61879, 1.71550)  0.424
H (0.09636, 0.24785, 2.27788)  0.371
H (1.32657, -1.60309, 2.04218)  0.222
H (3.40640, -4.20985, 1.13121)  0.424
H (2.28514, -3.57471, 2.35975)  0.298
H (1.55733, -4.31690, -0.52125)  0.386
H (1.17159, -5.26795, 0.92572)  0.287
H (-0.48246, -3.56594, -1.27184)  0.326
H (-2.01153, -2.10129, 0.67022)  0.427
H (-4.67427, -1.12852, -3.09189)  0.513
H (-6.35340, 0.49520, -1.69383)  0.502
H (3.43651, 0.21300, -0.37996)  0.486
H (3.03710, 2.55078, -0.93406)  0.373

Calculated values
structure (SMILES) = CCOc1ccc(NC(=O)CCC(=O)NNC(=O)c2ccc(Br)o2)cc1
orbital gap = 8.2 eV
E_HOMO = -7.852 eV
strongest force on any atom = 1.3 eV/Å
LUMO = 0.3590 eV
2S+1 = 1
DFT total energy = -3773.10346 Eh

***

Record 5
Density functional theory data (ωB97M-V with the def2-TZVPD basis set) for a structure of composition C17H18BrN5O3SSm.

Last column: Mulliken charge in e.
Positions of all 46 atoms, in Å:
Sm (0.62854, 0.16127, 0.87412)  1.102
C (-3.19024, 2.16841, 2.88235)  -1.496
C (-2.04071, 1.78635, 2.00383)  0.604
N (-1.03683, 1.08546, 2.43739)  0.623
N (-1.04596, 0.76967, 3.74744)  -1.232
C (-0.31241, -0.23910, 4.15398)  0.731
N (-0.19455, -0.39266, 5.47840)  -0.395
S (0.44513, -1.43420, 3.14627)  -0.551
C (-2.02075, 2.21803, 0.60077)  0.400
C (-3.12334, 2.86586, 0.04600)  -0.493
C (-3.07514, 3.32185, -1.25707)  -0.475
C (-1.91309, 3.13103, -1.98775)  -0.800
C (-0.87299, 2.45137, -1.38439)  -0.147
N (-0.90971, 1.98387, -0.13509)  -0.226
H (-2.97645, 1.85479, 3.89722)  0.370
H (-4.10640, 1.68022, 2.54308)  0.351
H (-3.35327, 3.24721, 2.86925)  0.392
H (-0.62898, 0.26436, 6.10322)  0.232
H (0.28333, -1.19398, 5.84555)  0.200
H (-4.01388, 3.01487, 0.63821)  0.375
H (-3.92739, 3.82924, -1.68840)  0.449
H (-1.80993, 3.49658, -2.99894)  0.428
H (0.04225, 2.28308, -1.93366)  0.509
Br (-1.62660, -2.05289, 0.02272)  -0.096
C (0.08885, -2.90602, -0.18601)  0.261
C (0.30198, -4.19286, -0.61537)  -0.660
C (1.63845, -4.58451, -0.71760)  -0.199
C (2.66695, -3.69345, -0.44327)  -0.869
C (2.33132, -2.41125, -0.04447)  0.554
N (1.05208, -2.05615, 0.09570)  0.226
C (3.30285, -1.21929, 0.11611)  0.347
O (4.39445, -1.31319, -0.39853)  -0.634
O (2.77688, -0.19529, 0.69948)  -0.636
H (-0.50855, -4.86684, -0.84716)  0.475
H (1.85905, -5.59406, -1.03848)  0.437
H (3.70756, -3.96680, -0.54372)  0.548
C (0.74330, -0.46869, -3.86748)  -1.395
C (1.44132, 0.06191, -2.65934)  0.786
C (2.81816, 0.61116, -2.82305)  -0.956
O (0.88830, 0.02998, -1.56529)  -0.171
H (1.34330, -1.25634, -4.32858)  0.403
H (0.64472, 0.32681, -4.60998)  0.396
H (-0.24208, -0.85576, -3.61601)  0.339
H (3.13620, 0.61353, -3.86192)  0.401
H (3.51994, 0.01316, -2.23223)  0.215
H (2.87432, 1.62327, -2.41727)  0.275

Calculated values
⟨S²⟩ = 8.76
orbital gap (alpha / beta) = 7.3 / 7.3 eV
E_HOMO (alpha / beta) = -10.728 / -10.737 eV
strongest force on any atom = 0.9 eV/Å
relative energy (zero: lowest compared OMol25 entry of this formula, charge and spin) = 65.69 kJ/mol
LUMO (alpha / beta) = -3.4521 / -3.3977 eV
2S+1 = 6
charge = +1
DFT total energy = -4788.22838 Eh

***

Record 6
Density functional theory data (ωB97M-V with the def2-TZVPD basis set) for the molecule C17H18BrNO4S at a distorted geometry.

Last column: Mulliken charge in e.
Positions of all 42 atoms, in Å:
Br (-4.62949, 4.40201, -1.96070)  -0.110
C (-2.87164, 3.99336, -1.44585)  0.111
C (-2.49603, 3.15595, -0.43529)  -0.672
C (-1.10062, 3.06414, -0.31949)  -0.087
C (-0.41960, 3.82637, -1.23813)  0.359
C (0.99868, 4.04563, -1.40893)  -0.385
N (1.97369, 3.44732, -0.86833)  -0.566
C (1.94592, 2.30408, -0.10526)  -0.335
C (2.60018, 2.28179, 1.12408)  -0.841
C (2.65270, 1.10660, 1.83987)  -0.726
C (2.11620, -0.08659, 1.35960)  0.036
C (1.48752, -0.08163, 0.09718)  1.283
C (1.40057, 1.11572, -0.59893)  -0.123
O (0.97503, -1.25432, -0.39121)  -0.213
C (0.24958, -1.23878, -1.60025)  -0.723
C (-0.35116, -2.63454, -1.84281)  -0.623
O (-1.74481, -2.66975, -1.60196)  -0.451
C (-2.17418, -3.36971, -0.45981)  -0.707
C (-1.79217, -2.70588, 0.86692)  -0.360
O (-0.47116, -3.07141, 1.18550)  -0.323
C (0.13360, -2.28816, 2.18459)  -0.362
C (1.65872, -2.38248, 2.01347)  -0.527
O (2.31257, -1.14959, 2.20069)  -0.470
S (-1.52735, 4.69225, -2.27039)  -0.162
H (-3.19609, 2.63459, 0.19194)  0.436
H (-0.60728, 2.46943, 0.42799)  0.517
H (1.25795, 4.87125, -2.06680)  0.356
H (3.02900, 3.18929, 1.51642)  0.466
H (3.13401, 1.07216, 2.80427)  0.460
H (0.93613, 1.14557, -1.57193)  0.519
H (-0.57153, -0.51079, -1.55889)  0.390
H (0.91854, -0.97202, -2.42947)  0.466
H (0.17384, -3.35817, -1.21424)  0.298
H (-0.21406, -2.90087, -2.89640)  0.428
H (-1.77527, -4.39266, -0.45719)  0.346
H (-3.26216, -3.40465, -0.55016)  0.378
H (-2.48373, -3.03449, 1.65862)  0.470
H (-1.87788, -1.61409, 0.76512)  0.223
H (-0.16692, -1.23533, 2.07815)  0.287
H (-0.18173, -2.62759, 3.18212)  0.414
H (1.86279, -2.79977, 1.02373)  0.236
H (2.09762, -3.03423, 2.77216)  0.286

Calculated values
structure (SMILES) = Brc1ccc(/C=N\c2ccc3c(c2)OCCOCCOCCO3)s1
orbital gap = 7.5 eV
E_HOMO = -7.646 eV
strongest force on any atom = 1.3 eV/Å
relative energy (zero: lowest compared OMol25 entry of this formula, charge and spin) = 313.57 kJ/mol
LUMO = -0.1670 eV
2S+1 = 1
DFT total energy = -3986.42821 Eh